No. 1
The following is a DFT calculation (ωB97M-V/def2-TZVPD) of C60H66Cl3GeIN2O8P2STi as an isolated structure in a non-equilibrium geometry.

Geometry (Å):
Ti 0.03343 -0.38218 1.58374
C 3.57002 -0.99698 2.87272
C 3.01979 0.41922 2.99014
C 3.95900 1.40992 2.30683
C 2.86454 0.76647 4.46950
O 1.72661 0.52861 2.33628
Ge 0.76044 2.21049 2.57006
O 0.12077 1.96807 0.78694
C -0.32481 3.17318 0.15374
C -0.72798 2.84056 -1.27653
C 0.80698 4.21083 0.16423
C -1.54435 3.73780 0.87981
O -0.65331 1.06988 3.07472
C -1.41167 1.24242 4.28705
C -2.38861 0.08760 4.41113
C -2.16313 2.56729 4.19465
C -0.48476 1.24931 5.49949
H 4.21248 -1.20497 3.73122
H 2.77019 -1.73324 2.86992
H 4.16188 -1.12849 1.96696
H 4.97449 1.29971 2.69507
H 3.97125 1.21753 1.22826
H 3.63188 2.44108 2.47503
H 3.84172 0.75364 4.95598
H 2.42807 1.75870 4.60844
H 2.22615 0.02813 4.95840
H 0.02625 2.22847 -1.77881
H -1.68671 2.31295 -1.29140
H -0.85129 3.76069 -1.85280
H 1.75812 3.74696 -0.11256
H 0.59550 5.02940 -0.52917
H 0.93767 4.64055 1.15924
H -2.29113 2.95409 1.00770
H -1.26772 4.11843 1.86682
H -1.98918 4.56007 0.31086
H -2.92518 -0.06397 3.47221
H -1.85466 -0.82851 4.65426
H -3.10822 0.29469 5.20690
H -2.86569 2.55599 3.35543
H -2.71520 2.75467 5.11773
H -1.46316 3.39431 4.04464
H 0.11069 0.33507 5.51588
H 0.18991 2.11078 5.47617
H -1.06875 1.29865 6.42152
O -0.49940 -2.39671 0.00177
P -0.82783 -2.16735 -1.45592
C -1.69787 -0.57045 -1.58709
P -2.79475 -0.48942 -0.13849
O -1.95444 -0.30628 1.10849
C -3.76991 -1.97881 -0.09246
C -3.47843 -2.93895 0.86441
C -4.25411 -4.08415 0.94999
C -5.31267 -4.27025 0.07212
C -5.60488 -3.30968 -0.89149
C -4.84039 -2.15543 -0.96858
C -3.94672 0.86330 -0.32490
C -4.45112 1.41328 0.85472
C -5.39331 2.42931 0.79511
C -5.83116 2.89716 -0.43862
C -5.32812 2.35279 -1.61364
C -4.38938 1.33162 -1.55894
C 0.49625 -2.15359 -2.68153
C 1.21263 -3.34581 -2.84290
C 2.16859 -3.45587 -3.83776
C 2.40726 -2.38067 -4.69017
C 1.69036 -1.20299 -4.54414
C 0.73298 -1.08772 -3.54035
C -1.86959 -3.45756 -2.15118
C -1.92577 -4.68495 -1.49679
C -2.62931 -5.73972 -2.06774
C -3.27928 -5.56493 -3.28210
C -3.22321 -4.33862 -3.93657
C -2.51394 -3.28752 -3.37614
H -2.20857 -0.43935 -2.54168
H -0.95993 0.21509 -1.42576
H -2.62860 -2.79694 1.51537
H -4.02383 -4.83613 1.69680
H -5.91582 -5.16857 0.13595
H -6.43624 -3.45394 -1.57241
H -5.08126 -1.39568 -1.70661
H -4.08932 1.05031 1.81101
H -5.78466 2.85936 1.70916
H -6.56790 3.69127 -0.48566
H -5.66774 2.72403 -2.57364
H -3.99658 0.91785 -2.48250
H 1.02135 -4.18161 -2.17568
H 2.72262 -4.38045 -3.95766
H 3.14737 -2.46565 -5.47814
H 1.86723 -0.37211 -5.21616
H 0.18272 -0.15641 -3.43526
H -1.42452 -4.80113 -0.53988
H -2.67187 -6.69832 -1.56110
H -3.83044 -6.38667 -3.72466
H -3.72789 -4.20526 -4.88723
H -2.44619 -2.34273 -3.91058
I -3.41184 -6.73877 6.64370
C -2.26369 -5.50163 5.41792
C -2.82047 -4.33938 4.91161
C -2.04261 -3.51197 4.10956
C -0.73358 -3.84988 3.80253
C -0.19601 -5.01877 4.31042
C -0.95454 -5.84871 5.12566
C 0.11917 -2.99637 2.91781
O 1.10331 -3.44787 2.40419
O -0.26403 -1.73012 2.76804
H -3.84367 -4.07343 5.14428
H -2.46203 -2.59481 3.71982
H 0.82602 -5.27888 4.05663
H -0.52703 -6.75968 5.52557
Cl 0.85630 3.37813 -7.15069
C 1.82529 2.92185 -5.79157
C 1.55516 3.44861 -4.54304
C 2.34614 3.06496 -3.47316
C 3.39855 2.16863 -3.60334
C 4.27586 1.89952 -2.39390
C 4.43779 0.43586 -1.99846
N 3.34615 -0.13777 -1.19930
C 3.42846 -1.41791 -0.69685
C 2.28304 -1.63729 -0.01904
N 1.49392 -0.49929 -0.07299
C 2.18095 0.38659 -0.78087
O 5.57678 2.38443 -2.65316
C 5.96364 3.49237 -1.84593
C 4.95129 4.60242 -1.83822
C 4.55753 5.23799 -2.94819
Cl 5.12708 4.97101 -4.53836
S 3.35719 6.39930 -2.62155
C 3.36789 6.04857 -0.95704
C 4.24995 5.07879 -0.68127
C 3.66604 1.69214 -4.89035
Cl 5.01608 0.65548 -5.23963
C 2.87878 2.04591 -5.97347
H 0.75127 4.16246 -4.41486
H 2.15180 3.50225 -2.50083
H 3.84426 2.43857 -1.54241
H 5.34607 0.36283 -1.40459
H 4.57166 -0.17800 -2.88411
H 4.27919 -2.05555 -0.89100
H 1.97226 -2.51274 0.52703
H 1.85400 1.39060 -1.00049
H 6.90495 3.83041 -2.27292
H 6.14948 3.16369 -0.81875
H 2.71246 6.57286 -0.27377
H 4.40435 4.70282 0.32579
H 3.10472 1.65490 -6.95766

As for the charge: +1. As for the spin multiplicity: 2. The energy relative to the best compared isomer or geometry (same formula, charge and spin) comes out at 1.479 eV. For the largest force on an atom, the calculation gives 2.07 eV/A. The value obtained for the HOMO-LUMO gap (alpha / beta) is 8.235 / 8.595 eV.

---

No. 2
The following is a DFT calculation (ωB97M-V/def2-TZVPD) of C60H73BFIrN9O5S3Te as an isolated structure in a non-equilibrium geometry.

Geometry (Å):
Ir -0.26561 -0.33243 0.03193
C -1.55440 -4.21125 -4.83082
C -1.83132 -2.89321 -4.10159
C -2.72483 -1.96882 -4.93629
C -2.55803 -3.18772 -2.79302
N -0.50686 -2.20668 -3.92652
C 0.13853 -1.71153 -5.03864
C 1.31277 -1.19014 -4.63739
N 1.41620 -1.35634 -3.28288
B 2.70772 -0.92893 -2.54379
N 3.03019 -1.97492 -1.45767
C 3.53182 -3.20555 -1.79702
C 3.59295 -3.95578 -0.67741
N 3.12539 -3.18361 0.36494
C 2.77259 -1.97932 -0.14292
S 2.13306 -0.61484 0.70721
C 2.93717 -3.66861 1.76074
C 3.70793 -2.76652 2.72855
C 1.43483 -3.69865 2.05904
C 3.49539 -5.08497 1.89333
N 2.64439 0.51316 -1.96848
C 3.79685 1.17989 -1.63521
C 3.48848 2.46922 -1.39207
N 2.12927 2.61726 -1.57796
C 1.63237 1.39177 -1.89608
S -0.02552 0.97684 -2.09934
C 1.41209 3.92291 -1.67236
C 0.99208 4.12401 -3.13245
C 0.18405 3.96880 -0.75507
C 2.37131 5.04078 -1.27066
C 0.29539 -1.97635 -2.85396
S -0.00185 -2.42862 -1.21051
H -2.49163 -4.74155 -4.99235
H -0.89545 -4.84268 -4.23365
H -1.08641 -4.03969 -5.80013
H -3.71971 -2.40490 -5.00024
H -2.35605 -1.83713 -5.95199
H -2.80751 -0.99345 -4.45571
H -3.54054 -3.58920 -3.04123
H -2.69838 -2.28494 -2.20081
H -2.03516 -3.93066 -2.19957
H -0.28532 -1.76372 -6.02249
H 2.08544 -0.71986 -5.21765
H 3.59303 -0.93735 -3.34618
H 3.81347 -3.44452 -2.80659
H 3.92830 -4.96704 -0.55790
H 3.45270 -1.71716 2.59993
H 4.78179 -2.87928 2.57149
H 3.47963 -3.06020 3.75315
H 1.02100 -2.69923 2.17930
H 1.25321 -4.26245 2.97414
H 0.90410 -4.18505 1.23905
H 4.53603 -5.13865 1.57264
H 2.90234 -5.80819 1.33291
H 3.46212 -5.37401 2.94197
H 4.75502 0.69288 -1.61191
H 4.13757 3.26866 -1.09327
H 0.34493 3.31638 -3.47006
H 1.86846 4.17274 -3.78004
H 0.43660 5.05664 -3.22372
H -0.65346 3.41127 -1.16067
H -0.13063 5.00728 -0.64387
H 0.41645 3.57595 0.23581
H 3.23314 5.08609 -1.93606
H 2.71020 4.92506 -0.24006
H 1.84530 5.98988 -1.34680
F 0.42538 4.20908 6.04070
C -0.58982 4.19039 5.15428
C -0.46551 3.36463 4.06211
C -1.45693 3.30734 3.07783
C -1.37884 2.39083 1.96022
O -0.33562 1.65516 1.77695
C -2.46502 2.43746 1.05037
C -3.42506 3.39431 1.17680
N -3.50857 4.25285 2.21570
C -4.42810 5.36160 2.17331
C -5.63798 5.38440 3.06626
C -5.79410 5.21828 1.58599
C -2.56188 4.18410 3.22131
C -2.67434 4.98372 4.35490
C -1.70461 4.99444 5.35519
N -1.92782 5.80863 6.49289
C -2.10466 7.24075 6.28534
C -3.16704 7.73328 7.28802
N -3.20724 6.74415 8.40945
C -1.82288 6.39070 8.84236
C -1.16797 5.56429 7.71462
C -2.63432 1.53254 -0.15733
O -3.16673 2.01487 -1.14042
O -2.26064 0.31388 -0.00944
H 0.44854 2.80024 3.96810
H -4.17214 3.49691 0.40335
H -3.92053 6.30640 2.00738
H -5.91618 6.32385 3.52476
H -5.82135 4.51400 3.68221
H -6.17260 6.04678 1.00624
H -6.11356 4.24951 1.22936
H -3.54189 5.61387 4.47570
H -2.42402 7.43679 5.26640
H -1.16019 7.77519 6.44670
H -4.15772 7.78080 6.83904
H -2.91507 8.71630 7.68132
H -3.62280 5.88876 8.02907
H -3.77393 7.08614 9.18494
H -1.85993 5.83029 9.77355
H -1.28179 7.31793 9.02189
H -1.20751 4.49977 7.94306
H -0.11560 5.85102 7.63170
C -7.32736 -3.13776 2.06098
C -5.95551 -2.59033 2.32489
C -5.77184 -1.29385 2.77228
C -4.50949 -0.74926 2.98409
C -4.48529 0.67041 3.49354
C -3.37573 -1.52677 2.68928
C -3.54535 -2.87152 2.29232
C -2.39149 -3.81363 2.06765
C -4.82474 -3.37582 2.13506
C -1.98821 -0.98171 2.73946
O -1.66672 -0.11781 3.63194
O -1.12181 -1.42711 1.93081
H -8.09101 -2.38015 2.22530
H -7.53381 -3.98971 2.70990
H -7.40173 -3.48448 1.02977
H -6.64107 -0.67540 2.96738
H -5.26134 0.79037 4.25079
H -4.71043 1.35132 2.67122
H -3.52886 0.94202 3.92316
H -1.62326 -3.69876 2.83123
H -1.92134 -3.61551 1.10364
H -2.74586 -4.84324 2.07711
H -4.95201 -4.40987 1.83544
Te 0.61768 0.14741 3.31900
C 0.60453 0.03665 5.45786
C 1.52304 -0.88134 5.96612
C 1.62747 -1.08616 7.33448
C 0.78980 -0.39701 8.19681
C -0.16947 0.46639 7.68932
C -0.26444 0.68430 6.32234
C 2.33304 1.50903 3.31059
C 3.40119 1.20675 4.15282
C 4.58960 1.91850 4.07069
C 4.72240 2.95490 3.15912
C 3.66032 3.26791 2.32529
C 2.47684 2.54562 2.39465
H 2.14713 -1.44546 5.28275
H 2.35169 -1.79087 7.72088
H 0.86501 -0.55537 9.26400
H -0.85372 0.96969 8.36121
H -1.02422 1.34233 5.92438
H 3.31071 0.42271 4.89050
H 5.41304 1.65450 4.72162
H 5.64843 3.51100 3.09799
H 3.75530 4.08220 1.61757
H 1.66196 2.79640 1.72840

As for the charge: +2. As for the spin multiplicity: 2. The energy relative to the best compared isomer or geometry (same formula, charge and spin) comes out at 0.714 eV. For the largest force on an atom, the calculation gives 2.52 eV/A. The value obtained for the HOMO-LUMO gap (alpha / beta) is 5.839 / 6.556 eV.

---

No. 3
The following is a DFT calculation (ωB97M-V/def2-TZVPD) of C60H76ClHgN6O3P2SSe as an isolated structure.

Geometry (Å):
Hg -0.90818 0.47134 -0.19495
C 3.95673 -3.60141 2.42449
P 3.65245 -2.07361 1.42186
C 4.51259 -0.86838 2.51808
C 5.00846 -2.34445 0.17469
C 5.18389 -1.21771 -0.86917
P 3.63090 -0.26548 -1.25886
C 2.69584 -1.56222 -2.15022
C 4.26700 0.65359 -2.74192
H 5.00260 -3.68914 2.73329
H 3.67813 -4.47999 1.84059
H 3.32062 -3.56818 3.31052
H 5.52123 -1.20738 2.76986
H 3.92528 -0.74091 3.42893
H 4.55588 0.10243 2.02220
H 4.76082 -3.27517 -0.34282
H 5.94727 -2.51483 0.71244
H 5.57783 -1.63066 -1.80341
H 5.91421 -0.49075 -0.50157
H 3.28474 -1.98739 -2.96902
H 1.76817 -1.14331 -2.54215
H 2.39630 -2.34586 -1.45483
H 4.87387 0.01658 -3.39164
H 4.85342 1.52225 -2.43706
H 3.40370 1.00429 -3.31233
C -0.42552 -1.94449 5.35988
C -1.77045 -1.52244 5.89145
C -1.94587 -1.31396 7.25544
C -3.18691 -1.03099 7.80778
C -4.29499 -0.96384 6.97607
C -4.14262 -1.13432 5.61133
C -2.88976 -1.38983 5.04793
N -2.78884 -1.59516 3.67212
C -1.82896 -0.98744 2.81400
N -1.33283 0.16646 3.33770
C -0.30047 1.04765 2.92858
C 0.37284 0.93947 1.71348
C 1.41608 1.83575 1.49204
C 1.79142 2.79086 2.42696
C 1.06237 2.91132 3.60151
C 0.00809 2.05041 3.86820
C -0.81252 2.23602 5.12330
N -1.47272 -1.52029 1.72144
C -1.97726 -2.74475 1.28348
C -1.09161 -3.82628 1.25565
C -1.48562 -5.06372 0.78309
C -2.77951 -5.24399 0.31075
C -3.64939 -4.16768 0.30938
C -3.27650 -2.91233 0.78322
C -4.25441 -1.76737 0.70002
H 0.14376 -2.44084 6.14687
H 0.16081 -1.09785 4.99678
H -0.54305 -2.63428 4.52209
H -1.08118 -1.40123 7.90477
H -3.28794 -0.88686 8.87619
H -5.27805 -0.76540 7.38489
H -5.00287 -1.05984 4.95532
H -3.65056 -1.80203 3.19519
H -1.81211 0.46110 4.16982
H 1.96828 1.78147 0.56104
H 2.62026 3.46397 2.22966
H 1.30072 3.68942 4.32009
H -0.45906 3.10800 5.67406
H -0.75735 1.37463 5.79882
H -1.86771 2.40499 4.88341
H -0.07598 -3.65463 1.59445
H -0.77836 -5.88490 0.76440
H -3.09662 -6.19744 -0.09045
H -4.65018 -4.29167 -0.09139
H -4.85926 -1.86268 -0.20283
H -3.75148 -0.79776 0.66221
H -4.95819 -1.76065 1.54312
C -3.62963 -7.24176 -3.94432
C -2.98074 -5.93043 -3.57429
C -1.60246 -5.79482 -3.50149
C -0.99450 -4.57290 -3.22012
C 0.50149 -4.49613 -3.12404
C -1.78352 -3.42092 -3.03855
Se -0.97242 -1.70128 -2.89647
C -3.18618 -3.56924 -3.02156
C -4.07285 -2.39582 -2.72291
C -3.75343 -4.80739 -3.29873
H -2.87692 -8.00209 -4.16064
H -4.25867 -7.12864 -4.83146
H -4.26731 -7.61705 -3.13849
H -0.97497 -6.66654 -3.67677
H 0.94929 -5.49335 -3.16937
H 0.78417 -4.01253 -2.18737
H 0.91136 -3.87635 -3.92592
H -3.68548 -1.83363 -1.87003
H -5.09732 -2.71758 -2.51638
H -4.08494 -1.70730 -3.57001
H -4.83796 -4.89776 -3.31087
O -7.14502 4.77026 -3.84812
C -7.07842 3.44701 -3.49127
O -7.86382 2.69179 -4.00875
C -6.06518 3.07916 -2.49282
C -6.03425 1.75687 -2.02781
C -5.18641 1.36901 -1.01587
C -4.31111 2.28647 -0.38628
S -3.32568 1.85453 0.95653
C -4.29215 3.59510 -0.92144
C -5.14666 3.97732 -1.93064
H -6.49177 5.26045 -3.33606
H -6.71197 1.04841 -2.48867
H -5.17401 0.34100 -0.67513
H -3.58274 4.30156 -0.50867
H -5.06662 5.00255 -2.28681
C -0.19165 2.53562 -7.33876
C 0.71862 2.56366 -6.10211
C 0.24755 1.45510 -5.15956
C 2.15363 2.20214 -6.54768
C 0.70802 3.99331 -5.45747
O 1.36602 4.89336 -6.38650
C -0.67576 4.65496 -5.21849
C -1.71867 4.22424 -4.16457
C -2.54388 2.98461 -4.40822
C -2.59578 1.96804 -3.45855
C -3.39957 0.85061 -3.63853
C -4.17626 0.76531 -4.78101
Cl -5.22079 -0.60415 -5.02822
C -4.15173 1.76519 -5.74023
C -3.33736 2.86936 -5.54604
C 1.64754 4.12223 -4.22946
N 1.02737 4.01668 -2.93031
C 0.78471 2.94606 -2.15599
N 0.14527 3.30303 -1.07138
C 0.06073 4.64720 -1.19038
N 0.59236 5.13267 -2.29650
H -0.15544 1.53601 -7.77494
H 0.12425 3.23909 -8.11686
H -1.23084 2.73425 -7.07633
H 0.34742 0.48863 -5.65778
H -0.79514 1.56213 -4.86956
H 0.84921 1.40525 -4.25468
H 2.10992 1.47221 -7.35844
H 2.71865 1.73936 -5.73605
H 2.70512 3.07148 -6.90202
H 0.85214 4.88874 -7.20068
H -1.17477 4.69231 -6.19291
H -0.41094 5.68608 -4.97271
H -2.42071 5.06369 -4.11556
H -1.27519 4.16006 -3.17779
H -1.98739 2.02672 -2.56054
H -3.39917 0.06127 -2.89922
H -4.77268 1.68028 -6.62230
H -3.33646 3.66021 -6.29049
H 2.07002 5.12313 -4.27411
H 2.46082 3.40224 -4.30700
H 1.06952 1.93408 -2.39756
H -0.41806 5.27501 -0.45612

As for the charge: -2. As for the spin multiplicity: 2. For the largest force on an atom, the calculation gives 0.96 eV/A. The value obtained for the HOMO-LUMO gap (alpha / beta) is 4.237 / 5.232 eV.